No. 1
C13H24AlBiI2O4S3 as an isolated structure at a distorted geometry. Source: the Open Molecules 2025 dataset; level of theory: the ωB97M-V functional and the def2-TZVPD basis.

The geometry in XYZ format:
```
48
Properties=species:S:1:pos:R:3:forces:R:3
Bi -1.51166 0.25184 1.48536 0.1 1.1 0.3
I -1.90496 2.38304 -3.10170 0.2 -0.8 -0.1
I -2.12042 2.11093 -5.73199 -0.1 0.1 -0.1
S 0.26407 1.24894 -0.17117 0.1 -0.9 -0.2
S 1.48044 1.30612 3.21113 0.2 -0.4 0.9
S -2.42539 -0.81303 -1.02609 0.7 1.1 0.2
Al -0.33154 -0.27289 -1.70449 -3.2 0.8 -0.2
O 3.12998 -1.21664 -0.45199 -6.2 0.2 -3.2
O -0.04797 1.04112 3.11073 -1.4 -0.7 -1.2
O -0.22609 -2.82477 2.52926 -1.1 3.8 -2.8
O 0.40057 -2.66022 0.04478 2.1 3.4 -3.0
C 1.68378 2.73295 -2.26150 -1.2 -0.7 -0.1
C 0.70300 -1.69735 -0.74927 -4.3 -3.1 -0.1
C -2.53136 -3.47925 -0.32377 0.2 -0.4 0.3
C 1.64756 1.60774 4.96657 0.0 0.4 0.2
C -0.46481 -1.91981 1.84954 0.8 -4.3 4.1
C -2.17966 -2.96575 -2.75812 0.1 0.4 -0.2
C 2.93444 2.31196 -0.11353 -0.2 -0.8 0.5
C 1.02095 3.97816 -0.15779 -0.6 -0.3 0.3
C 2.18570 -0.34203 3.14556 0.3 0.2 -0.1
C 1.62184 2.72623 -0.75909 2.1 2.2 0.1
C -4.40279 -2.53527 -1.67220 -0.2 0.5 0.0
C -2.89389 -2.57324 -1.47423 -0.3 -1.1 0.0
C 2.00611 -1.29390 -0.81290 11.3 -0.8 5.0
H -4.66737 -1.84665 -2.48213 -0.1 -0.2 0.1
H 1.09805 0.84667 5.54076 0.1 0.2 -0.3
H -2.98151 -3.12860 0.61341 -0.1 -0.2 -0.1
H 0.69670 2.93893 -2.69468 0.5 0.1 0.0
H -1.44898 -3.55268 -0.18794 -0.4 -0.2 -0.1
H -4.90056 -2.21561 -0.75141 -0.1 -0.1 -0.2
H 1.49669 -1.07117 3.58427 0.2 0.3 0.2
H 0.92938 3.89498 0.93161 0.1 0.1 -0.2
H 3.28695 1.33884 -0.49047 0.0 0.4 0.0
H 3.12215 -0.27889 3.70848 0.0 -0.3 -0.1
H 2.71753 1.57712 5.19975 -0.1 0.1 0.0
H -4.75630 -3.54038 -1.93166 0.1 0.2 0.0
H 3.71764 3.05986 -0.34625 -0.5 -0.2 0.0
H -1.08872 -3.02368 -2.62746 -0.1 -0.2 0.0
H 2.41483 -0.57823 2.10292 0.0 0.0 0.1
H 2.36955 3.52150 -2.60889 0.0 -0.2 0.4
H 1.65962 4.84716 -0.37076 0.1 -0.3 -0.1
H 2.02122 1.76816 -2.65273 0.3 0.1 -0.1
H -2.54615 -3.96089 -3.05735 0.2 0.3 0.0
H -2.40373 -2.25163 -3.56102 0.0 -0.3 0.0
H 2.84036 2.23598 0.98366 0.1 0.2 -0.5
H 1.26543 2.62117 5.15806 0.1 -0.4 0.0
H -2.91591 -4.48891 -0.54507 0.1 0.3 0.2
H 0.03522 4.18207 -0.58822 0.1 0.1 0.1
```
Forces are in eV/Å.

Output
DFT total energy ... -83156.3803 eV
Molecular weight ... 830.302 g/mol
Charge ... +4
ΔE to the lowest compared entry with this formula, charge and spin ... 185.11 kJ/mol

Partial atomic charges computed with the Mulliken method, in multiples of e: atom 1 (Bi): 1.192, atom 2 (I): 0.210, atom 3 (I): 0.212, atom 4 (S): 0.377, atom 5 (S): 0.672, atom 6 (S): -0.144, atom 7 (Al): 0.019, atom 8 (O): -0.054, atom 9 (O): -0.724, atom 10 (O): -0.075, atom 11 (O): -0.511, atom 12 (C): -1.070, atom 13 (C): 1.095, atom 14 (C): -1.346, atom 15 (C): -1.212, atom 16 (C): 0.320, atom 17 (C): -1.669, atom 18 (C): -1.039, atom 19 (C): -1.401, atom 20 (C): -0.556, atom 21 (C): 0.923, atom 22 (C): -1.519, atom 23 (C): 1.465, atom 24 (C): 0.075, atom 25 (H): 0.440, atom 26 (H): 0.414, atom 27 (H): 0.381, atom 28 (H): 0.107, atom 29 (H): 0.202, atom 30 (H): 0.424, atom 31 (H): 0.291, atom 32 (H): 0.303, atom 33 (H): 0.257, atom 34 (H): 0.527, atom 35 (H): 0.494, atom 36 (H): 0.468, atom 37 (H): 0.498, atom 38 (H): 0.317, atom 39 (H): -0.110, atom 40 (H): 0.491, atom 41 (H): 0.506, atom 42 (H): 0.314, atom 43 (H): 0.515, atom 44 (H): 0.417, atom 45 (H): 0.194, atom 46 (H): 0.427, atom 47 (H): 0.510, atom 48 (H): 0.372

***

No. 2
C13H24AlBiI2O4S3 as an isolated structure at a distorted geometry. Source: the Open Molecules 2025 dataset; level of theory: the ωB97M-V functional and the def2-TZVPD basis.

The geometry in XYZ format:
```
48
Properties=species:S:1:pos:R:3:forces:R:3
Bi -0.25204 0.65695 1.08784 0.6 0.7 -0.4
I -0.69510 3.06442 2.47359 0.0 0.7 0.5
I -1.58734 -0.85256 -4.07430 -0.1 0.0 -0.6
S 2.56383 0.00204 1.96548 -0.6 -0.3 1.1
S -2.35979 0.55545 -0.46716 0.2 -1.0 0.6
S 0.21826 1.38133 -1.53459 0.4 -1.2 0.8
Al -0.79887 -0.76819 -1.64298 -0.1 1.0 -0.1
O 1.88839 -2.77228 -2.24218 -2.5 2.1 1.4
O 1.71952 0.26577 3.22174 -0.4 0.3 -1.3
O -1.12066 -1.61709 3.78968 0.5 1.0 -3.8
O -2.14432 -3.80306 -0.86344 2.8 5.3 -0.2
C 1.06079 -2.09451 -1.85005 2.4 -2.0 -1.5
C -1.61542 -2.76889 -0.92342 -2.8 -5.4 -0.1
C -3.66525 -1.45383 1.20851 -0.3 -0.2 0.2
C 4.25891 0.11433 2.46577 0.0 -0.6 0.3
C 2.03460 2.00593 -3.25691 0.0 0.2 0.1
C -3.90072 -0.24115 0.31242 -0.6 -0.2 0.2
C -4.71796 -0.60111 -0.92646 0.0 0.4 -0.1
C 2.99992 0.42831 -1.52384 0.0 -0.4 -0.2
C -0.97379 -1.29577 2.69772 -0.7 -1.7 4.7
C 2.36910 -1.77648 1.67602 1.0 0.4 0.0
C 2.47593 2.80106 -0.87435 -0.5 0.2 0.0
C 2.08494 1.62879 -1.77533 0.6 0.1 -0.3
C -4.50121 0.91405 1.10418 0.1 0.3 -0.3
H 4.90687 -0.24094 1.67202 0.1 0.0 -0.2
H -3.69838 -1.17273 2.27259 0.2 -0.1 -0.3
H -2.74261 -1.99586 0.99579 -0.1 0.0 0.1
H -3.82410 1.23198 1.90308 -0.1 -0.1 0.1
H -4.66391 1.76991 0.44624 -0.2 0.0 0.1
H 1.37899 2.87248 -3.36811 0.2 0.1 -0.3
H 1.46715 -2.00127 1.10994 -0.2 0.1 0.0
H 2.62848 -0.25612 -0.75575 0.0 0.1 0.0
H 3.15783 -0.14971 -2.44481 0.0 0.2 0.2
H -4.49255 -2.16650 1.05074 0.3 0.2 0.1
H 2.44841 2.53947 0.19189 0.1 -0.1 -0.2
H 3.49760 3.13225 -1.11794 -0.4 -0.1 0.0
H -4.21118 -1.36734 -1.51743 -0.1 -0.2 0.0
H 3.24792 -2.07375 1.09872 -0.1 -0.3 0.1
H 3.03209 2.22947 -3.64541 -0.1 0.0 0.0
H -5.45578 0.61495 1.55405 0.2 0.0 -0.1
H -4.83338 0.28923 -1.55064 -0.3 -0.1 -0.1
H 1.59896 1.17583 -3.81816 0.2 0.0 -0.2
H 1.78129 3.63199 -1.02766 0.2 0.1 0.0
H 3.98813 0.77900 -1.17059 -0.5 -0.1 -0.3
H 4.33386 -0.53487 3.34704 0.2 0.2 0.0
H -5.71020 -0.96983 -0.62756 0.3 0.1 -0.1
H 4.47651 1.14781 2.70209 0.0 0.2 0.1
H 2.34625 -2.25896 2.65194 0.1 -0.1 0.0
```
Forces are in eV/Å.

Output
DFT total energy ... -83158.2989 eV
Molecular weight ... 830.302 g/mol
Charge ... +4
ΔE to the lowest compared entry with this formula, charge and spin ... 0.00 kJ/mol

Partial atomic charges computed with the Mulliken method, in multiples of e: atom 1 (Bi): 1.285, atom 2 (I): 0.398, atom 3 (I): 0.509, atom 4 (S): 0.537, atom 5 (S): -0.293, atom 6 (S): -0.263, atom 7 (Al): 0.641, atom 8 (O): -0.034, atom 9 (O): -0.637, atom 10 (O): -0.041, atom 11 (O): -0.066, atom 12 (C): 0.314, atom 13 (C): 0.414, atom 14 (C): -1.319, atom 15 (C): -1.182, atom 16 (C): -1.687, atom 17 (C): 1.469, atom 18 (C): -1.529, atom 19 (C): -0.982, atom 20 (C): 0.078, atom 21 (C): -0.900, atom 22 (C): -1.571, atom 23 (C): 1.520, atom 24 (C): -1.636, atom 25 (H): 0.391, atom 26 (H): 0.430, atom 27 (H): 0.059, atom 28 (H): 0.366, atom 29 (H): 0.459, atom 30 (H): 0.504, atom 31 (H): 0.003, atom 32 (H): -0.212, atom 33 (H): 0.397, atom 34 (H): 0.395, atom 35 (H): 0.243, atom 36 (H): 0.512, atom 37 (H): 0.315, atom 38 (H): 0.484, atom 39 (H): 0.462, atom 40 (H): 0.487, atom 41 (H): 0.481, atom 42 (H): 0.409, atom 43 (H): 0.454, atom 44 (H): 0.451, atom 45 (H): 0.466, atom 46 (H): 0.503, atom 47 (H): 0.431, atom 48 (H): 0.483

***

No. 3
C13H24BF4I2NO9P3 as an isolated structure at a distorted geometry. Source: the Open Molecules 2025 dataset; level of theory: the ωB97M-V functional and the def2-TZVPD basis.

The geometry in XYZ format:
```
57
Properties=species:S:1:pos:R:3:forces:R:3
I 1.41242 0.32265 3.08049 0.1 -0.3 -0.6
I 5.09520 0.16051 2.92155 0.3 -0.2 -0.5
P 2.95476 -2.93312 -0.47634 3.9 -2.9 -1.0
P 1.54969 -1.26148 -0.04805 -1.5 1.9 -0.9
P 1.01993 -3.38510 2.45274 -1.5 -2.4 6.0
F 4.35394 2.12998 -1.99247 -1.8 -1.0 -0.7
F 3.34743 1.03189 -3.66101 -0.2 0.7 1.9
F 2.43969 2.89435 -2.84403 1.2 -1.9 0.6
F 0.62407 -1.97382 -1.39852 0.6 -0.6 -0.1
O 4.30656 -2.83157 0.21150 -2.6 -0.2 -0.9
O 0.16518 -4.89496 2.33594 0.8 2.2 -0.7
O 0.60469 -2.93498 3.88082 0.9 -0.1 -3.4
O 2.31212 1.07807 -1.56001 1.7 1.0 -1.1
O 0.15934 1.46014 0.28316 -0.2 -1.5 0.3
O 2.60190 -3.88303 2.57896 -1.7 0.6 -1.5
O -1.18472 -0.33510 -0.55084 1.2 0.0 1.6
O 3.37288 -3.02068 -2.16211 -1.9 0.1 1.7
O 2.21023 -4.48792 -0.31587 0.4 2.2 -0.6
N -4.71199 1.93515 -0.71095 -1.5 -0.3 -0.3
C -2.04005 2.68375 -0.16730 -0.2 -1.0 0.5
C -7.04285 1.73790 -0.14826 0.0 0.0 -0.1
C 2.53568 -0.35487 -1.44667 1.2 -0.8 -2.6
C -6.39461 2.08327 -2.42348 -0.1 0.0 0.1
C 3.11197 1.70903 -2.47439 -1.1 1.5 -0.3
C 0.41363 -2.34596 1.09452 -1.2 -0.5 -0.3
C -5.07816 2.08994 -1.99035 0.3 0.0 0.4
C -5.69723 1.76387 0.18196 0.4 0.1 -0.3
C -1.04754 1.99077 0.86351 -0.3 1.7 0.2
C -7.39426 1.90238 -1.47955 -0.1 0.0 0.0
C 2.56650 -0.53998 1.38242 2.0 -0.6 1.4
C 3.48535 2.01478 1.20547 0.7 1.2 -0.6
C 3.76765 0.45260 1.12099 0.1 0.9 1.4
B 0.13520 0.08768 -0.03286 -2.7 1.8 -1.2
H 2.96409 -3.74347 3.47310 -0.7 0.2 -0.3
H -1.77079 -0.57866 0.18686 0.1 0.1 -0.6
H 3.77167 2.48704 2.20546 -0.5 -1.0 -1.3
H -0.72877 -4.61732 2.63691 0.8 -0.3 -0.1
H -0.35666 -1.62971 1.55418 1.4 -1.1 0.0
H -8.43646 1.88947 -1.77851 0.0 0.0 0.0
H 2.18222 -0.75245 -2.46305 0.4 0.3 1.7
H 4.51999 0.19257 0.33058 -1.3 0.0 0.6
H 3.64999 -0.55606 -1.45297 -1.1 0.2 0.3
H -6.63166 2.21529 -3.47158 0.0 0.0 0.0
H -2.92441 3.06065 0.44917 1.3 -0.3 -0.9
H -2.47873 1.88302 -0.84441 0.9 1.3 0.8
H -1.58854 3.52961 -0.76437 -0.2 -1.0 0.8
H -5.37234 1.64291 1.21071 -0.1 0.0 0.0
H -4.26007 2.22435 -2.69148 0.0 0.0 0.0
H 1.66281 -4.60693 -1.12158 0.3 0.0 0.7
H 4.15990 2.54481 0.44551 -0.9 -0.8 1.0
H 2.52670 -3.07283 -2.66029 0.7 0.2 0.2
H 3.05839 -1.41347 1.94398 -0.9 1.1 -1.1
H 2.43245 2.34670 0.98927 0.9 -0.8 0.0
H -0.72231 2.80474 1.60251 -0.2 -1.2 -0.9
H -7.79612 1.59327 0.61593 0.0 0.0 0.0
H -1.57499 1.20384 1.48028 0.4 0.8 -0.7
H -0.24095 -2.99353 0.41281 1.3 0.7 0.9
```
Forces are in eV/Å.

Output
DFT total energy ... -89407.2357 eV
Molecular weight ... 771.867 g/mol
Charge ... -1

Partial atomic charges computed with the Mulliken method, in multiples of e: atom 1 (I): 0.127, atom 2 (I): -0.013, atom 3 (P): 1.100, atom 4 (P): 1.481, atom 5 (P): 0.931, atom 6 (F): -0.287, atom 7 (F): -0.259, atom 8 (F): -0.301, atom 9 (F): -0.794, atom 10 (O): -0.793, atom 11 (O): -0.605, atom 12 (O): -0.775, atom 13 (O): -0.454, atom 14 (O): -0.287, atom 15 (O): -0.526, atom 16 (O): -0.654, atom 17 (O): -0.646, atom 18 (O): -0.580, atom 19 (N): -0.124, atom 20 (C): -0.685, atom 21 (C): -0.680, atom 22 (C): -1.682, atom 23 (C): -0.687, atom 24 (C): 0.975, atom 25 (C): -0.995, atom 26 (C): -0.131, atom 27 (C): -0.169, atom 28 (C): -0.371, atom 29 (C): -0.099, atom 30 (C): -1.193, atom 31 (C): -0.662, atom 32 (C): -0.332, atom 33 (B): 0.124, atom 34 (H): 0.330, atom 35 (H): 0.320, atom 36 (H): 0.470, atom 37 (H): 0.307, atom 38 (H): 0.394, atom 39 (H): 0.358, atom 40 (H): 0.528, atom 41 (H): 0.691, atom 42 (H): 0.574, atom 43 (H): 0.353, atom 44 (H): 0.261, atom 45 (H): 0.212, atom 46 (H): 0.265, atom 47 (H): 0.378, atom 48 (H): 0.387, atom 49 (H): 0.370, atom 50 (H): 0.203, atom 51 (H): 0.371, atom 52 (H): 0.712, atom 53 (H): 0.066, atom 54 (H): 0.266, atom 55 (H): 0.352, atom 56 (H): 0.321, atom 57 (H): 0.561

***

Q: Which formula does entry 3 have?
A: C13H24BF4I2NO9P3